Record 1
DFT (ωB97M-V/def2-TZVPD) results for a 10-piece molecular cluster, C35H61NO27 overall in a non-equilibrium geometry.

Last column: Löwdin charge in e.
Positions of all 124 atoms, in Å:
C: -0.08700 5.53100 24.59800  -0.002
C: -1.25800 5.08200 25.41400  -0.346
C: -1.43900 3.60600 25.55600  -0.118
O: -1.56900 3.34900 26.92100  0.058
C: -1.33100 4.51700 27.60100  -0.499
O: -1.27500 4.71200 28.83500  0.089
O: -1.13300 5.51700 26.75600  0.099
H: 0.74300 4.93500 25.03800  0.109
H: 0.07600 6.58400 24.73600  0.054
H: -0.18400 5.46400 23.49300  0.092
H: -2.13600 5.48700 25.03600  0.099
H: -0.60900 2.99700 25.26700  0.129
H: -2.36900 3.23300 25.03900  0.145
C: -2.10100 14.03900 23.80700  0.015
C: -3.56500 13.79000 23.41900  -0.279
C: -4.28200 12.72600 24.27300  -0.100
O: -5.49300 13.34200 24.67800  0.071
C: -5.51000 14.57200 24.18700  -0.561
O: -6.52700 15.25800 24.20200  0.107
O: -4.35300 14.94700 23.64000  0.111
H: -1.79900 14.97700 23.39300  0.091
H: -1.49200 13.28400 23.51000  0.017
H: -2.08600 14.06800 24.88200  0.093
H: -3.57500 13.52100 22.34100  0.152
H: -3.79900 12.50400 25.22800  0.130
H: -4.48600 11.75800 23.78600  0.104
C: -9.09100 13.52100 22.44100  0.019
C: -8.29400 13.45400 21.11900  -0.309
C: -7.26000 14.55400 20.82700  -0.065
O: -6.08400 13.86000 20.49700  0.116
C: -6.26100 12.61800 20.84300  -0.540
O: -5.31800 11.79300 20.89300  0.083
O: -7.52800 12.32300 21.13000  0.088
H: -8.34900 13.52000 23.20200  0.061
H: -9.72100 12.64900 22.64600  0.091
H: -9.72000 14.38600 22.46000  0.084
H: -8.90900 13.48700 20.25300  0.141
H: -7.02000 15.17200 21.70000  0.129
H: -7.52100 15.24300 20.08000  0.121
C: -1.16600 9.45700 16.68200  -0.014
C: -1.30300 8.36400 17.72700  -0.314
C: -0.72600 8.75500 19.07500  -0.086
O: -1.77900 8.38200 19.91500  0.046
C: -2.82800 7.94100 19.21500  -0.582
O: -3.84600 7.48500 19.71400  0.131
O: -2.63200 7.98700 17.94500  0.155
H: -1.59700 9.13300 15.73400  0.094
H: -0.12500 9.81700 16.53700  0.101
H: -1.73200 10.23800 17.07500  0.061
H: -0.75900 7.49200 17.31400  0.163
H: -0.63100 9.83600 19.23000  0.123
H: 0.18000 8.26700 19.24600  0.113
C: -1.50700 8.84600 26.53800  -0.040
O: -1.64200 9.87500 25.55800  0.001
C: -1.77900 9.47200 24.31200  -0.474
O: -1.77300 8.14500 23.91200  -0.051
O: -2.03100 10.44700 23.49000  0.000
C: -2.55100 10.17900 22.20800  -0.031
H: -0.49400 8.45300 26.51400  0.088
H: -2.20500 7.98300 26.53500  0.087
H: -1.82100 9.15600 27.53200  0.100
H: -3.14500 11.03500 21.86400  0.078
H: -3.14500 9.25300 22.03800  0.108
H: -1.74600 10.09200 21.41300  0.094
C: 0.44600 12.62300 21.57900  -0.062
O: -0.09100 12.19700 20.38300  -0.017
C: 0.28500 12.78600 19.25500  -0.331
O: 1.15000 13.91600 19.26100  -0.065
O: -0.19900 12.18100 18.07400  -0.067
C: 0.17400 12.83800 16.80800  -0.012
H: -0.17400 12.02700 22.31100  0.095
H: 0.30600 13.67100 21.71600  0.095
H: 1.48700 12.34400 21.62500  0.102
H: -0.01000 12.18400 15.97500  0.076
H: 1.19700 13.16800 16.86300  0.087
H: -0.48900 13.68400 16.69500  0.095
C: -4.96800 3.23200 28.27900  -0.048
O: -4.48600 3.80000 27.08600  -0.013
C: -4.95100 5.02400 26.87400  -0.382
O: -5.98300 5.58600 27.66800  -0.067
O: -4.30200 5.69200 25.89500  -0.018
C: -4.78400 6.93000 25.39400  -0.051
H: -5.98000 2.89900 28.08000  0.099
H: -4.84500 3.81600 29.17600  0.101
H: -4.26400 2.35900 28.33300  0.117
H: -5.86900 6.92800 25.33200  0.094
H: -4.42400 7.18600 24.40900  0.069
H: -4.47000 7.74800 26.04500  0.062
C: -2.39600 0.69900 22.24200  -0.064
O: -2.05800 2.01400 22.62900  -0.057
C: -2.57500 3.12700 21.92700  -0.292
O: -3.33700 2.95900 20.74900  -0.059
O: -2.30600 4.33600 22.51000  -0.040
C: -2.68700 5.57500 21.95200  -0.043
H: -2.17500 0.60600 21.19000  0.086
H: -3.44600 0.53700 22.28400  0.084
H: -1.83200 -0.07500 22.78100  0.104
H: -2.06700 6.40600 22.34900  0.076
H: -3.67200 5.85900 22.39900  0.116
H: -2.68300 5.64300 20.89100  0.069
C: 1.39000 11.82600 25.82200  -0.058
O: 1.51000 11.58400 24.49900  0.058
C: 1.44200 10.37900 24.10600  -0.412
O: 1.26500 9.29400 24.93800  -0.020
O: 1.70300 10.12000 22.74500  -0.055
C: 1.37200 8.79500 22.22300  -0.026
H: 0.59900 11.33600 26.37700  0.105
H: 1.37100 12.84200 25.86500  0.075
H: 2.22500 11.51700 26.44800  0.116
H: 1.94700 7.96300 22.63600  0.091
H: 1.53400 8.82400 21.13900  0.077
H: 0.25100 8.53600 22.40800  0.112
C: -6.72500 9.06600 22.92200  -0.077
C: -7.18800 10.45800 23.43400  -0.249
C: -7.19700 10.52900 24.97600  -0.128
C: -5.81300 10.28200 25.48700  -0.225
N: -4.81900 10.11100 25.94200  0.213
H: -7.48400 8.29200 23.27100  0.103
H: -5.68600 8.80700 23.18900  0.059
H: -6.77200 9.17800 21.84700  0.067
H: -8.10700 10.60800 22.93300  0.083
H: -6.45200 11.20700 23.07000  0.079
H: -7.75800 9.69900 25.46200  0.132
H: -7.51400 11.51600 25.31000  0.111

Output
Electronic energy ... -3456.2377 hartree
Total charge ... 0
Orbital gap ... 10.1 eV
Structure (SMILES) ... C[C@H]1COC(=O)O1.C[C@H]1COC(=O)O1.C[C@H]1COC(=O)O1.C[C@H]1COC(=O)O1.COC(=O)OC.COC(=O)OC.COC(=O)OC.COC(=O)OC.COC(=O)OC.CCCC#N
ΔE to the lowest compared entry with this formula, charge and spin ... 13.36 kJ/mol
HOMO ... -9.86 eV
LUMO level ... 0.25 eV

***

Record 2
DFT (ωB97M-V/def2-TZVPD) results for C35H62BNO9SSi3 as an isolated structure in a non-equilibrium geometry.

Last column: Löwdin charge in e.
Positions of all 112 atoms, in Å:
C: -6.63418 1.40704 -4.68961  0.064
C: -5.46859 2.00170 -4.57089  -0.141
C: -3.95663 2.45448 -4.16417  -0.253
Si: -2.92237 0.91279 -3.68031  0.568
C: -2.96649 -0.27622 -5.22535  -0.212
C: -1.67198 -1.27393 -5.09053  -0.237
C: -1.98243 -2.79743 -5.52276  -0.101
C: -0.56300 -3.61333 -5.50898  -0.355
O: -0.06802 -4.19830 -6.51672  0.034
O: 0.22085 -3.66111 -4.28225  0.020
O: -1.23290 1.22130 -3.37397  -0.270
Si: -0.96948 2.50882 -2.25098  0.461
C: 0.80902 2.21916 -1.52070  -0.227
C: 1.21690 0.64783 -1.46143  -0.228
C: 2.15561 0.35904 -0.14319  -0.196
C: 1.76894 -1.02901 0.60636  -0.228
C: 2.38671 -1.11886 2.11830  -0.199
C: 1.70218 0.00458 3.05680  -0.233
C: 1.26542 -0.51163 4.52337  -0.251
C: 1.01922 0.70116 5.56477  -0.274
Si: -0.27375 2.00262 5.01079  0.544
C: -0.50611 3.30635 6.44449  -0.221
C: 0.28678 3.04984 3.47039  -0.208
C: -2.00619 1.30144 4.58726  -0.211
C: -3.26832 2.18522 5.02692  -0.072
C: -4.74203 1.74988 4.69973  -0.083
C: -4.99191 0.41267 3.90734  -0.087
C: -3.80133 -0.51697 3.47542  -0.064
C: -2.31859 -0.03676 3.82459  -0.077
O: -2.05441 2.53617 -0.88374  -0.143
C: -1.65416 1.57256 0.08127  -0.234
N: -1.36211 0.58244 0.74017  0.223
S: -0.94428 4.49733 -3.11410  0.618
C: -1.74350 5.63258 -1.83644  -0.174
O: -1.57276 4.61105 -4.48890  -0.400
O: 0.50824 4.95074 -3.23426  -0.400
B: -3.86057 -0.03135 -2.26135  -0.427
O: -4.58842 0.74900 -1.24736  0.022
C: -3.94891 -1.65516 -2.08079  -0.182
C: -5.34744 -2.17298 -2.71775  -0.118
H: -7.65160 0.85615 -4.65893  0.062
H: -3.56143 3.03110 -5.08962  0.094
H: -4.06065 3.17669 -3.26535  0.083
H: -2.91279 0.37259 -6.17166  0.094
H: -3.90828 -0.96439 -5.20972  0.097
H: -0.77380 -0.90501 -5.73195  0.141
H: -1.38954 -1.30448 -3.96091  0.083
H: -2.63980 -3.35346 -4.73372  0.123
H: -2.48547 -2.92274 -6.54587  0.131
H: -0.14807 -3.00697 -3.63399  0.094
H: 1.55853 2.73486 -2.25128  0.099
H: 0.92057 2.74946 -0.50223  0.094
H: 0.30485 -0.05562 -1.42289  0.086
H: 1.87479 0.41080 -2.38979  0.120
H: 3.27927 0.26832 -0.44364  0.121
H: 2.03146 1.23327 0.62065  0.100
H: 2.24681 -1.88311 -0.02112  0.110
H: 0.63417 -1.23289 0.65524  0.091
H: 2.26268 -2.18800 2.52023  0.109
H: 3.51862 -0.85231 2.06049  0.114
H: 0.81909 0.46353 2.46256  0.076
H: 2.46240 0.86541 3.22722  0.112
H: 0.37886 -1.26027 4.51086  0.101
H: 2.17421 -1.12437 4.92957  0.101
H: 2.03030 1.27523 5.68501  0.086
H: 0.74021 0.33654 6.61882  0.090
H: -1.02540 2.75429 7.31258  0.047
H: -1.21759 4.11177 6.02529  0.027
H: 0.49615 3.79392 6.73002  0.046
H: 0.01931 4.15097 3.66009  0.037
H: -0.19014 2.65937 2.49909  0.011
H: 1.44670 2.99768 3.37029  0.041
H: -3.14307 3.18639 5.60158  0.075
H: -5.64223 2.41959 4.99824  0.087
H: -6.06435 0.10744 3.63692  0.079
H: -3.98480 -1.48776 2.89398  0.081
H: -1.46502 -0.72038 3.48209  0.062
H: -1.84508 6.71405 -2.20480  0.089
H: -1.05587 5.62419 -0.89443  0.091
H: -2.76431 5.22185 -1.46627  0.076
H: -4.77027 1.65902 -1.58001  0.078
H: -3.06703 -2.22769 -2.56093  0.080
H: -3.91203 -1.84356 -0.92863  0.118
H: -6.00658 -1.25972 -2.99034  0.070
H: -5.96826 -2.83382 -1.99669  0.086
H: -5.18364 -2.77720 -3.68753  0.073
C: 5.86080 0.76871 8.78163  -0.181
C: 5.78758 -0.38824 7.81257  -0.179
C: 4.36079 -0.29070 7.31175  -0.209
O: 3.99982 1.09682 7.35340  -0.159
C: 4.99882 1.80932 8.09617  -0.204
H: 6.87734 1.11733 8.97398  0.115
H: 5.41030 0.48106 9.73779  0.117
H: 6.48612 -0.22358 6.98509  0.117
H: 6.01558 -1.35560 8.26435  0.116
H: 3.67163 -0.83578 7.96559  0.121
H: 4.24730 -0.66944 6.29278  0.109
H: 5.58382 2.40344 7.38565  0.118
H: 4.51693 2.48788 8.80403  0.118
C: 3.18861 -4.71726 -6.65272  -0.187
C: 3.69705 -5.91544 -7.42009  -0.178
C: 5.10260 -5.48278 -7.78631  -0.211
O: 5.55327 -4.60898 -6.74255  -0.143
C: 4.43250 -4.26358 -5.91638  -0.206
H: 2.35693 -4.94440 -5.98410  0.097
H: 2.86352 -3.93941 -7.35190  0.118
H: 3.73497 -6.78931 -6.76060  0.116
H: 3.08917 -6.17068 -8.29031  0.115
H: 5.11287 -4.91727 -8.72431  0.115
H: 5.79014 -6.32714 -7.88104  0.115
H: 4.54411 -4.79206 -4.96317  0.116
H: 4.43651 -3.18845 -5.72128  0.115

Output
Electronic energy ... -3393.9267 hartree
Total charge ... 0
Orbital gap ... 7.9 eV
HOMO ... -8.59 eV
LUMO level ... -0.72 eV